No. 1
{
  "formula": "C5H12NOS",
  "method": "wB97M-V/def2-TZVPD",
  "elements": ["C", "C", "C", "C", "C", "N", "O", "S", "H", "H", "H", "H", "H", "H", "H", "H", "H", "H", "H", "H"],
  "xyz": [[-1.2301, 1.6031, -1.2350], [2.9109, 0.3468, 0.1864], [-1.1589, -2.5427, 0.4038], [-0.9152, 1.5343, 0.3063], [-0.7853, 0.0774, 0.6530], [1.6744, -0.1291, -0.1941], [1.3845, -0.8245, -1.1275], [-1.2195, -1.0139, -0.5188], [-1.3823, 2.6550, -1.6177], [-0.4051, 1.2013, -1.8109], [-2.0754, 1.0247, -1.3885], [2.6909, 1.3814, 0.3879], [3.7663, 0.1899, -0.4183], [2.9057, -0.2711, 1.1988], [-2.2173, -2.6899, 0.8644], [-0.4973, -2.5275, 1.1990], [-0.9250, -3.4008, -0.2932], [0.0297, 2.0597, 0.5940], [-1.7576, 1.6573, 1.0368], [-0.7934, -0.3313, 1.7735]],
  "max_force_ha_per_bohr": 0.0878,
  "energy_ev": -19740.8999,
  "charge": 1,
  "lumo_energy_ev": -4.767,
  "orbital_gap_ev": 8.62,
  "relative_energy_kcal_mol": 96.5
}


No. 2
{
  "formula": "C5H12NS",
  "method": "wB97M-V/def2-TZVPD",
  "elements": ["C", "C", "N", "C", "C", "C", "S", "H", "H", "H", "H", "H", "H", "H", "H", "H", "H", "H", "H"],
  "xyz": [[-0.4406, 0.6313, 2.5739], [0.3716, 0.1010, 1.3668], [0.1246, 1.0413, 0.2806], [0.8843, 0.7686, -0.9531], [0.6142, -0.5964, -1.6228], [-0.8648, -0.9521, -1.9414], [-1.4813, -2.2906, -0.7745], [-1.4208, 0.8864, 2.1328], [-0.6341, -0.0882, 3.3642], [-0.0814, 1.5617, 2.9939], [0.1739, -0.9722, 1.1894], [1.4495, 0.1182, 1.5871], [-0.8423, 0.9571, -0.0283], [0.4858, 1.5049, -1.6844], [2.0042, 0.7912, -0.8100], [1.3267, -0.8287, -2.4134], [0.7579, -1.1970, -0.7181], [-0.9949, -1.3374, -2.9367], [-1.4326, -0.0992, -1.6060]],
  "max_force_ha_per_bohr": 0.0408,
  "energy_ev": -17704.8150,
  "charge": -1,
  "lumo_energy_ev": 3.989,
  "orbital_gap_ev": 6.38,
  "relative_energy_kcal_mol": 22.5
}


No. 3
{
  "formula": "C5H12NS",
  "method": "wB97M-V/def2-TZVPD",
  "elements": ["C", "C", "C", "C", "C", "N", "S", "H", "H", "H", "H", "H", "H", "H", "H", "H", "H", "H", "H"],
  "xyz": [[-2.0396, -0.1543, -0.4865], [-1.5229, 1.1329, -0.3719], [-1.3626, -1.1513, 0.5100], [1.8380, 0.1320, -1.1566], [1.6457, 0.2570, 1.2743], [1.0930, -0.2420, 0.0636], [0.2166, -1.6614, -0.1064], [-3.1127, -0.2740, -0.0641], [-2.3826, -0.5322, -1.5044], [-1.5499, 1.7739, -1.3331], [-1.1532, 1.4283, 0.6102], [-1.3635, -0.8170, 1.5391], [-1.8209, -2.0387, 0.4029], [2.8214, -0.2156, -1.0249], [1.3439, -0.2171, -2.0579], [1.8362, 1.1851, -1.1875], [1.2788, 0.1099, 2.2686], [2.7064, -0.0738, 1.4030], [1.5278, 1.3582, 1.2216]],
  "max_force_ha_per_bohr": 0.0765,
  "energy_ev": -17694.0503,
  "charge": 1,
  "lumo_energy_ev": [-5.250, -6.671],
  "orbital_gap_ev": [8.06, 5.90],
  "relative_energy_kcal_mol": 106.9
}


No. 4
{
  "formula": "C5H12NS",
  "method": "wB97M-V/def2-TZVPD",
  "elements": ["C", "C", "C", "C", "C", "N", "S", "H", "H", "H", "H", "H", "H", "H", "H", "H", "H", "H", "H"],
  "xyz": [[-0.3394, -0.4189, 2.7039], [0.2629, 0.1686, 1.7034], [0.8309, 1.6859, -1.7909], [0.9703, 1.0258, -0.4614], [0.0414, 0.4568, 0.2841], [-0.4159, -2.1165, -1.0604], [-1.7418, 0.4590, -0.2542], [-0.1112, -0.1294, 3.7384], [-1.3580, -0.9332, 2.7644], [1.1720, 0.8026, 1.9576], [1.6094, 1.3124, -2.4377], [1.0659, 2.6993, -1.5668], [-0.1460, 1.5726, -2.2349], [2.0336, 0.7678, -0.1732], [0.1489, -1.3202, -0.6224], [0.1460, -2.6781, -1.7882], [-0.6373, -2.6744, -0.2509], [-1.3765, -1.6415, -1.3481], [-2.1552, 0.9612, 0.8372]],
  "max_force_ha_per_bohr": 0.0729,
  "energy_ev": -17696.1318,
  "charge": 1,
  "lumo_energy_ev": -3.698,
  "orbital_gap_ev": 9.07,
  "relative_energy_kcal_mol": 58.9
}


No. 5
{
  "formula": "C5H12NS",
  "method": "wB97M-V/def2-TZVPD",
  "elements": ["C", "C", "C", "C", "C", "N", "S", "H", "H", "H", "H", "H", "H", "H", "H", "H", "H", "H", "H"],
  "xyz": [[-0.1240, 1.5470, 1.1271], [-0.5762, 0.1957, 1.7313], [0.6239, 1.1127, -0.1298], [-0.5927, -0.9004, 0.6391], [0.1243, -0.6795, -2.0262], [0.4979, -0.4026, -0.3452], [2.1303, -1.1707, -0.1562], [-0.9990, 2.1543, 0.9086], [0.4013, 2.0060, 1.8869], [0.1793, 0.0364, 2.3822], [-1.5254, 0.0511, 2.2083], [0.1454, 1.5680, -0.9870], [1.7265, 1.1431, 0.0495], [-0.1530, -1.8355, 0.8795], [-1.5441, -0.9624, 0.2025], [-0.4034, 0.1109, -2.2976], [1.1443, -0.6373, -2.3685], [-0.4301, -1.4905, -1.9485], [2.0032, -1.9949, -1.2102]],
  "max_force_ha_per_bohr": 0.1540,
  "energy_ev": -17691.6503,
  "spin_multiplicity": 3,
  "charge": 1,
  "lumo_energy_ev": [-3.071, -7.729],
  "orbital_gap_ev": [7.79, 8.25],
  "relative_energy_kcal_mol": 61.3
}


No. 6
{
  "formula": "C5H12NS",
  "method": "wB97M-V/def2-TZVPD",
  "elements": ["C", "C", "C", "C", "C", "N", "S", "H", "H", "H", "H", "H", "H", "H", "H", "H", "H", "H", "H"],
  "xyz": [[0.0002, -0.0808, 0.3851], [-0.1458, -0.7021, 1.7128], [-2.3359, -2.3717, -1.5077], [0.7657, 1.5584, -1.2403], [1.7787, 1.3960, 1.0619], [0.7879, 0.9272, 0.0947], [-0.9302, -0.7082, -1.0532], [-0.5756, 0.1195, 2.4543], [0.7059, -1.2561, 2.0716], [-1.0534, -1.3084, 1.7060], [-1.5508, -3.1730, -1.8384], [-2.8786, -2.0564, -2.4250], [-2.9401, -2.5281, -0.6015], [1.5738, 1.0874, -1.8037], [-0.2467, 1.5203, -1.6970], [0.9273, 2.7129, -1.1433], [2.2755, 2.2649, 0.7142], [1.1679, 1.7706, 1.7732], [2.6743, 0.8274, 1.3364]],
  "max_force_ha_per_bohr": 0.0724,
  "energy_ev": -17692.6407,
  "spin_multiplicity": 3,
  "charge": 1,
  "lumo_energy_ev": [-4.212, -7.311],
  "orbital_gap_ev": [6.56, 6.66],
  "relative_energy_kcal_mol": 38.4
}